A 6-piece molecular cluster, C20H14B2N4O18 overall in a non-equilibrium geometry, computed with ωB97M-V/def2-TZVPD.

Geometry as XYZ:
```
58
C20H14B2N4O18, DFT ωB97M-V/def2-TZVPD
O 4.673 -4.454 -1.282
C 4.962 -3.410 -1.877
O 4.502 -2.238 -1.661
B 5.097 -1.249 -2.587
O 5.808 -2.028 -3.607
C 5.876 -3.296 -3.064
O 6.674 -4.214 -3.418
O 5.883 -0.292 -1.733
C 5.576 0.907 -1.981
O 6.173 1.909 -1.511
C 4.450 0.901 -3.006
O 4.046 -0.334 -3.182
O 3.864 1.930 -3.386
O 4.815 -1.568 2.685
C 3.715 -1.558 2.218
O 2.939 -0.494 2.110
B 1.950 -0.689 1.043
O 2.005 -2.080 0.661
C 3.012 -2.687 1.359
O 3.387 -3.833 1.105
O 2.273 0.175 -0.115
C 1.240 0.914 -0.376
O 1.110 1.729 -1.250
C 0.092 0.653 0.587
O 0.640 -0.215 1.440
O -1.081 0.970 0.430
C 1.139 1.130 4.454
C 0.337 1.468 5.575
N -0.349 1.744 6.491
H 0.431 0.853 3.673
H 1.578 0.160 4.684
H 1.711 1.913 3.956
C -2.760 0.766 3.186
C -1.929 2.001 3.354
N -1.348 2.959 3.511
H -3.416 0.797 2.316
H -3.389 0.357 3.976
H -2.053 -0.026 2.938
C -3.325 3.068 -1.137
C -2.146 3.139 -1.996
N -1.223 3.159 -2.698
H -3.073 3.130 -0.079
H -3.910 2.168 -1.326
H -3.944 3.943 -1.337
C -2.861 -0.745 -1.953
C -3.164 -0.872 -0.581
C -4.544 -0.803 -0.211
C -5.560 -0.478 -1.099
C -5.209 -0.262 -2.442
C -3.893 -0.398 -2.813
N -6.983 -0.449 -0.670
O -7.241 -0.499 0.516
O -7.823 -0.597 -1.590
H -1.826 -0.909 -2.213
H -2.444 -1.031 0.209
H -4.796 -1.054 0.809
H -5.825 0.156 -3.224
H -3.842 -0.235 -3.880
```

Values from the calculation:
E_HOMO: -4.79 eV
spin multiplicity: 1
total charge: -2
molar mass: 620.0 g mol⁻¹
gap between HOMO and LUMO: 7.00 eV